ORCA calculation (ωB97M-V/def2-TZVPD) on a molecular structure, H14O7.

Positions of all 21 atoms, in Å:
O 2.082 0.977 0.974
H 2.553 0.068 1.233
H 1.120 0.596 0.744
H 2.431 1.269 0.128
O -0.258 -0.129 -0.105
H -0.552 -0.890 -0.525
O 1.872 -1.468 -1.079
H 1.900 -1.396 -2.082
H 1.108 -1.026 -0.867
O -1.253 1.682 0.676
H -0.722 0.958 0.287
H -1.911 2.117 -0.085
O -2.722 -1.086 0.132
H -2.771 -1.421 1.087
H -1.948 -0.458 0.056
O -0.226 1.105 -2.376
H 0.640 0.819 -2.830
H -0.141 0.571 -1.578
O -0.208 -1.001 2.233
H -0.762 -0.529 2.626
H -0.231 -0.758 1.350

2S+1: 1
Orbital gap, eV: 8.9
ΔE to the lowest compared entry with this formula, charge and spin, eV: 6.246
Largest force on an atom, eV/A: 11.39

Mulliken atomic charge list, values in e, 5 entries: atom 1 (O): -0.451, atom 2 (H): 0.511, atom 3 (H): 0.289, atom 4 (H): 0.465, atom 5 (O): -1.278